Density functional theory data (ωB97M-V/def2-TZVPD) for the molecule C6H9N in a non-equilibrium geometry.

Element x y z (Å)
C: -1.900 -0.290 -0.261
C: -0.401 -0.026 -0.298
C: 0.754 -0.882 -0.953
C: 0.565 -0.821 0.519
C: 1.097 0.525 1.103
N: 1.519 1.475 0.087
C: 0.109 1.303 0.316
H: -2.209 -0.597 0.752
H: -2.207 -1.083 -0.943
H: -2.489 0.608 -0.492
H: 0.380 -1.716 -1.536
H: 1.772 -0.653 -1.310
H: 0.330 -1.681 1.133
H: 1.424 0.654 2.126
H: 1.767 1.014 -0.783
H: -0.512 2.170 0.542

HOMO in eV: -8.57
Maximum force in eV Å⁻¹: 1.09
Frontier orbital gap in eV: 9.7
E in Eh: -288.63623
Lowest unoccupied orbital energy in hartree: 0.0397